Entry 1:
13
Properties=species:S:1:pos:R:3:forces:R:3:mulliken_charge:R:1 method="wB97M-V/def2-TZVPD" orbital_gap_ev="8.71 / 7.14" relative_energy_kj_mol=76.4 total_charge=+1 spin_multiplicity=7 s2=12.020 energy_ha=-1303.06729
C -2.1570 -0.0087 0.2508 -0.496 -0.240 0.029 -0.68
O -0.8304 0.4542 0.1326 0.574 0.489 -0.194 -0.21
C -0.0032 -0.3870 -0.6218 -0.454 -0.687 0.392 -0.31
O 1.2851 0.1353 -0.5567 1.345 0.941 -0.199 -0.43
Dy 2.3984 2.4800 -0.9185 -0.236 -2.594 1.604 1.30
H -2.6983 0.7253 0.8571 0.147 -0.258 -0.138 0.23
H -2.6422 -0.0821 -0.7364 0.094 -0.028 0.237 0.31
H -2.1802 -0.9934 0.7460 -0.064 0.280 -0.127 0.30
H -0.3111 -0.4090 -1.6805 0.069 -0.012 0.217 0.33
H -0.0076 -1.4036 -0.1942 0.046 0.196 -0.170 0.35
O 3.0006 0.7819 0.7000 0.915 1.836 -1.353 -0.74
C 2.2131 -0.1886 0.6478 -2.515 -1.009 1.433 1.03
O 1.9328 -1.1043 1.3739 0.576 1.084 -1.732 -0.46


Entry 2:
92
Properties=species:S:1:pos:R:3:forces:R:3:mulliken_charge:R:1 method="wB97M-V/def2-TZVPD" orbital_gap_ev="4.52 / 6.72" relative_energy_kj_mol=0.0 total_charge=-1 spin_multiplicity=2 s2=0.779 energy_ha=-5206.14775
Ti -0.8108 -0.3795 -0.2655 0.360 -0.083 -0.203 0.04
N -2.6030 -0.1183 -1.4728 -0.172 -0.114 -0.068 0.02
C -3.5214 -1.2426 -1.3998 -0.003 0.112 -0.041 0.48
C -4.7945 -1.2066 -1.9510 0.040 0.028 0.011 -0.61
C -5.5995 -2.3339 -1.8524 -0.059 0.035 -0.035 -0.77
C -5.1271 -3.4787 -1.2334 -0.007 -0.067 0.017 -0.83
C -3.8393 -3.5388 -0.6751 -0.010 0.028 -0.026 0.74
C -3.2865 -4.6886 -0.0547 -0.008 0.047 -0.018 -1.19
C -1.9656 -4.6179 0.4026 0.019 -0.031 0.017 -0.97
C -1.2569 -3.4472 0.3216 0.066 -0.016 0.002 -1.16
N -1.7795 -2.2899 -0.1859 0.022 0.176 0.041 1.12
C -3.0324 -2.3680 -0.7450 -0.106 -0.001 -0.063 -0.46
H -3.0780 0.7465 -1.2346 -0.012 0.054 0.005 0.11
H -2.2479 0.0007 -2.4336 0.038 -0.064 0.072 0.37
H -5.1410 -0.3133 -2.4565 0.003 0.004 -0.001 0.46
H -6.5968 -2.3192 -2.2740 0.002 -0.003 0.003 0.37
H -5.7554 -4.3604 -1.1735 0.003 0.000 -0.002 0.39
H -3.8652 -5.5998 0.0149 -0.006 -0.004 0.000 0.37
H -1.4821 -5.4874 0.8304 0.010 0.009 0.003 0.41
H -0.2369 -3.3861 0.6743 0.012 -0.020 0.018 0.80
C 4.7732 1.6127 0.6233 0.014 -0.018 0.103 -0.87
C 3.2635 1.7909 0.5022 -0.022 -0.073 0.064 -0.31
S 2.2237 0.4775 1.1718 -0.226 -0.012 0.010 0.02
C 2.3168 0.7180 2.9599 0.202 0.081 -0.046 -0.16
C 3.5503 0.1042 3.6191 -0.059 0.041 -0.054 -0.86
S 3.7925 -1.6782 3.3905 -0.006 0.047 0.136 -0.19
C 4.4478 -1.8721 1.7085 0.033 0.021 -0.019 0.47
C 5.6618 -0.9991 1.3597 -0.012 -0.073 0.009 -0.79
S 5.4705 0.0901 -0.0774 -0.005 0.117 -0.055 -0.12
H 5.0985 1.6875 1.6615 0.023 -0.003 -0.021 0.32
H 5.2601 2.4320 0.0891 0.007 -0.004 -0.016 0.49
H 2.9793 1.8304 -0.5507 -0.036 -0.024 -0.012 -0.30
H 2.9627 2.7403 0.9497 0.024 0.061 0.003 0.55
H 1.4111 0.2645 3.3636 -0.025 -0.033 -0.047 -0.39
H 2.2603 1.7886 3.1811 0.006 -0.003 0.025 0.56
H 3.4680 0.2244 4.7025 -0.007 -0.062 0.007 0.50
H 4.4588 0.6311 3.3284 0.003 0.000 -0.030 0.21
H 3.6544 -1.7369 0.9795 0.015 -0.006 0.027 -0.46
H 4.7376 -2.9251 1.6918 -0.004 0.001 0.028 0.43
H 6.5047 -1.6374 1.0910 -0.006 -0.005 -0.026 0.34
H 6.0067 -0.4020 2.2040 -0.051 0.012 0.026 0.36
C -0.4808 -2.0754 3.2448 -0.010 0.059 -0.024 -1.44
Si -1.4184 -0.7393 2.2659 -0.047 -0.049 0.003 1.79
C -3.2383 -1.3060 2.3397 0.065 -0.014 -0.033 -1.49
C -1.5214 0.7843 3.4020 -0.006 0.026 -0.018 0.87
C -1.6257 0.7451 4.7963 0.006 0.047 0.010 -0.97
C -1.9360 1.8874 5.5190 -0.016 0.090 -0.074 -0.71
C -2.1654 3.0903 4.8512 0.031 -0.103 0.028 -0.69
C -2.0554 3.1411 3.4695 -0.011 -0.020 0.062 -0.61
C -1.7239 1.9992 2.7343 0.090 -0.077 -0.024 0.11
Si -1.2951 1.9904 0.8816 0.016 0.116 0.095 1.71
C 0.0541 3.3478 0.9111 -0.036 -0.057 -0.064 -1.44
C -2.7412 2.8344 -0.0339 -0.054 -0.028 -0.022 -1.69
H -0.8458 -2.0595 4.2769 0.051 -0.018 0.023 0.52
H 0.6048 -1.9557 3.2595 -0.001 0.059 -0.003 0.13
H -0.6934 -3.0641 2.8425 -0.048 -0.043 -0.004 0.49
H -3.5809 -1.2307 3.3763 -0.005 -0.014 0.002 0.54
H -3.3539 -2.3389 2.0041 0.005 0.005 0.014 0.31
H -3.8997 -0.6837 1.7304 0.025 0.022 -0.005 0.27
H -1.4759 -0.1888 5.3295 0.003 0.001 -0.006 0.27
H -2.0107 1.8441 6.5998 -0.005 0.011 0.003 0.39
H -2.4195 3.9825 5.4121 -0.001 -0.001 0.006 0.37
H -2.2183 4.0878 2.9622 0.000 -0.001 -0.005 0.28
H -0.4256 4.2787 1.2301 -0.008 0.009 0.001 0.54
H 0.5391 3.5271 -0.0487 -0.004 0.008 0.032 0.39
H 0.8149 3.1058 1.6552 0.010 -0.030 0.011 0.13
H -2.8999 3.8439 0.3564 -0.008 0.003 0.001 0.39
H -3.6783 2.2860 0.1099 -0.016 0.017 -0.003 0.40
H -2.5475 2.9228 -1.1092 0.016 0.007 0.085 0.31
O -2.0276 1.3121 -6.0338 -0.006 0.005 -0.012 -0.69
S -0.9312 0.5301 -5.5353 -0.003 0.023 0.004 1.14
O -0.7455 -0.7926 -6.0545 0.014 -0.012 0.007 -0.68
N -0.9709 0.5152 -3.8835 -0.084 -0.066 0.043 -0.76
C 0.0301 1.1581 -3.3654 0.271 0.189 -0.099 0.65
S 0.3066 1.4733 -1.7164 -0.177 0.015 0.099 -0.43
C 0.9908 1.7409 -4.3694 -0.152 -0.144 -0.042 0.21
C 2.1558 2.4583 -4.1567 -0.027 -0.036 0.002 -0.49
C 2.8818 2.8724 -5.2651 0.011 0.011 -0.010 -0.72
C 2.4530 2.5745 -6.5562 0.034 0.023 -0.014 -0.44
C 1.2856 1.8541 -6.7693 -0.068 -0.049 0.028 -0.70
C 0.5767 1.4533 -5.6545 0.076 0.051 -0.002 -0.13
H 2.4803 2.6775 -3.1487 -0.002 0.015 0.013 0.39
H 3.7974 3.4330 -5.1259 0.000 0.000 0.002 0.41
H 3.0384 2.9059 -7.4044 0.005 0.005 0.006 0.38
H 0.9458 1.6122 -7.7675 -0.008 0.001 -0.001 0.43
C 2.5417 -2.7330 -1.9595 0.005 -0.015 -0.057 -0.91
O 2.0363 -2.1024 -0.7726 0.032 -0.034 -0.058 0.06
C 0.8491 -1.5102 -0.9065 0.013 -0.110 0.236 0.21
O 0.2368 -1.5334 -1.9683 -0.043 -0.052 -0.123 -0.43
H 3.5094 -3.1470 -1.6893 0.005 0.003 0.018 0.25
H 2.6514 -2.0018 -2.7601 0.000 -0.010 0.013 0.30
H 1.8642 -3.5194 -2.2909 0.004 0.007 0.005 0.28


Entry 3:
91
Properties=species:S:1:pos:R:3:forces:R:3:mulliken_charge:R:1 method="wB97M-V/def2-TZVPD" orbital_gap_ev=7.00 relative_energy_kj_mol=35.0 energy_ha=-7125.80198
Pd -1.0844 0.2778 -0.7314 -0.532 0.181 0.891 0.65
C 6.0911 -1.6214 -2.8735 -0.005 0.002 0.022 -1.69
C 5.9220 -1.7004 -1.3497 0.042 -0.002 -0.014 1.93
C 6.4725 -3.0470 -0.8790 -0.020 0.009 0.006 -2.06
C 6.7529 -0.5888 -0.6923 -0.023 -0.011 -0.011 -1.67
C 4.4490 -1.5212 -0.9885 0.048 0.017 0.000 -0.14
C 3.7845 -0.3602 -1.3611 0.020 0.087 -0.010 -0.26
C 2.4587 -0.1888 -1.0352 -0.208 -0.196 0.053 -0.06
Br 1.6075 1.4321 -1.5628 0.382 0.232 -0.204 -0.21
C 1.6738 -1.1481 -0.3493 0.192 0.012 -0.080 0.50
O 0.4192 -0.9553 -0.0639 -0.217 -0.038 -0.365 -0.41
C 2.3685 -2.3229 0.0554 -0.124 0.149 -0.041 -0.37
C 3.7119 -2.4600 -0.2803 0.031 0.011 -0.015 -0.39
C 1.7449 -3.4697 0.8682 0.004 -0.103 0.076 2.37
C 0.2667 -3.3065 1.2347 -0.014 0.032 -0.009 -2.16
C 2.5195 -3.6130 2.1909 -0.002 -0.010 -0.047 -1.71
C 1.8668 -4.7791 0.0693 -0.006 0.029 0.024 -1.72
H 7.1410 -1.7456 -3.1488 0.018 -0.002 -0.003 0.45
H 5.7531 -0.6606 -3.2624 -0.002 0.015 -0.010 0.32
H 5.5102 -2.4033 -3.3651 -0.005 -0.016 -0.005 0.37
H 7.5212 -3.1336 -1.1685 0.017 0.002 -0.007 0.44
H 5.9314 -3.8811 -1.3286 -0.008 -0.014 -0.010 0.38
H 6.4176 -3.1471 0.2065 -0.001 0.000 0.014 0.38
H 7.8090 -0.6965 -0.9504 0.020 -0.006 -0.002 0.45
H 6.6566 -0.6302 0.3940 0.002 -0.005 0.015 0.36
H 6.4262 0.3988 -1.0192 -0.008 0.016 -0.011 0.33
H 4.2952 0.4259 -1.9014 0.005 0.019 -0.016 0.46
H 4.2093 -3.3656 0.0357 0.014 -0.021 0.004 0.23
H 0.0923 -2.4149 1.8345 -0.009 -0.003 0.006 0.24
H -0.0393 -4.1833 1.8128 0.009 -0.015 0.009 0.57
H -0.3639 -3.2356 0.3524 0.014 -0.008 0.033 0.28
H 2.4428 -2.6957 2.7778 -0.004 0.017 0.003 0.32
H 3.5772 -3.8192 2.0260 0.018 -0.003 0.012 0.30
H 2.1046 -4.4326 2.7825 -0.013 -0.013 0.001 0.47
H 1.3412 -4.6941 -0.8833 -0.012 0.005 -0.014 0.33
H 1.4215 -5.6029 0.6320 -0.005 -0.009 0.012 0.49
H 2.9038 -5.0410 -0.1409 0.024 0.003 -0.012 0.29
O -1.0427 1.0702 1.4896 -0.068 -0.213 -0.080 -0.79
S 0.3362 1.6423 1.6913 0.220 0.274 0.289 0.85
C 0.2014 3.4451 1.3219 0.049 -0.050 0.059 -1.03
C -0.6997 3.7144 0.1184 0.090 -0.015 -0.187 0.13
C -2.1063 4.1971 0.4600 -0.070 0.042 -0.018 -1.30
C -2.9442 3.2574 1.3096 -0.139 -0.073 0.026 -0.26
S -3.6417 1.8228 0.4143 -0.072 0.082 0.029 0.24
O -2.7717 1.5454 -0.7925 0.018 0.171 -0.344 -0.36
C -5.0440 2.6540 -0.3290 0.010 -0.015 0.121 0.66
C -6.1687 2.8814 0.4532 0.042 -0.016 0.000 -0.55
C -7.2644 3.5163 -0.1071 -0.011 -0.001 0.011 -0.62
C -7.2331 3.9042 -1.4403 -0.038 0.020 0.004 -0.47
C -6.1112 3.6537 -2.2140 0.005 0.010 -0.048 -0.76
C -5.0066 3.0215 -1.6620 0.088 -0.050 -0.006 -0.35
C 0.5109 1.8085 3.4701 0.014 -0.048 -0.084 0.17
C 1.6652 2.3826 3.9859 0.028 -0.003 -0.013 -0.38
C 1.8104 2.4908 5.3593 0.036 0.021 -0.039 -0.61
C 0.8172 2.0131 6.2036 0.002 0.002 0.053 -0.46
C -0.3202 1.4227 5.6770 -0.031 -0.012 0.023 -0.72
C -0.4785 1.3150 4.3024 -0.043 -0.016 -0.128 -0.29
H 1.2256 3.7558 1.1091 0.014 -0.058 0.044 0.55
H -0.1350 3.9697 2.2172 -0.030 -0.058 0.027 0.53
H -0.7524 2.8240 -0.5086 -0.022 0.074 -0.024 -0.29
H -0.2293 4.4876 -0.4930 0.025 -0.020 0.010 0.50
H -2.6316 4.4275 -0.4710 -0.029 -0.019 0.018 0.37
H -2.0402 5.1404 1.0117 0.031 0.000 -0.016 0.45
H -3.8155 3.7722 1.7193 -0.018 -0.037 -0.002 0.77
H -2.3767 2.8226 2.1292 0.004 0.009 -0.002 0.01
H -6.1930 2.5537 1.4856 -0.003 0.002 0.028 0.45
H -8.1463 3.6966 0.4921 -0.013 0.002 0.006 0.40
H -8.0922 4.3935 -1.8791 -0.012 0.003 -0.001 0.39
H -6.0945 3.9437 -3.2560 -0.003 0.007 -0.009 0.41
H -4.1278 2.7937 -2.2499 0.004 -0.002 -0.009 0.42
H 2.4482 2.7328 3.3240 0.017 0.005 -0.009 0.40
H 2.7047 2.9384 5.7713 0.010 0.005 0.001 0.39
H 0.9384 2.0919 7.2757 0.000 0.000 0.008 0.39
H -1.0859 1.0361 6.3361 -0.010 -0.005 0.008 0.40
H -1.3485 0.8434 3.8637 -0.007 -0.004 0.013 0.41
C -4.6712 -0.7627 -2.5254 0.151 -0.067 0.013 -1.16
Ge -2.8307 -1.4408 -2.7556 -0.104 -0.306 -0.091 0.54
C -2.6971 -2.3314 -4.5182 -0.156 0.068 0.144 -1.26
C -2.4940 -2.8280 -1.4020 -0.114 0.042 -0.102 -1.09
C -1.4689 -0.0556 -2.6467 0.390 -0.238 -0.029 -1.17
H -5.3818 -1.5627 -2.7391 0.000 -0.016 -0.001 0.43
H -4.8854 0.0672 -3.1988 0.036 0.036 -0.022 0.30
H -4.8423 -0.4259 -1.5018 0.037 0.005 0.005 0.27
H -3.4135 -3.1524 -4.5805 -0.007 -0.008 0.005 0.36
H -1.6983 -2.7446 -4.6588 0.038 0.025 0.033 0.36
H -2.9024 -1.6434 -5.3384 0.012 0.044 0.004 0.37
H -3.3111 -3.5523 -1.4001 0.002 -0.016 0.014 0.41
H -2.3962 -2.4001 -0.4035 -0.036 0.023 -0.039 0.30
H -1.5691 -3.3600 -1.6290 0.015 0.039 -0.023 0.23
H -1.7868 0.9202 -3.0268 -0.022 -0.060 -0.054 0.46
H -0.5835 -0.3790 -3.2017 0.029 0.051 0.086 0.52


Entry 4:
12
Properties=species:S:1:pos:R:3:forces:R:3:nbo_charge:R:1 method="wB97M-V/def2-TZVPD" orbital_gap_ev=10.50 relative_energy_kj_mol=93.4 smiles="[H]/N=C/C(=C)C(=O)O" energy_ha=-360.63385
H -0.1031 -1.8853 2.3028 -0.300 0.163 0.030 0.35
N 0.1704 -1.4050 1.4519 0.528 -0.272 -0.122 -0.60
C -0.6342 -0.5332 1.0309 -0.525 0.082 0.423 0.11
C -0.3486 0.2192 -0.1879 0.041 0.251 -0.381 -0.18
C -1.1921 1.1206 -0.6818 0.262 -0.226 0.036 -0.30
C 0.9484 -0.1112 -0.8690 -0.062 -0.230 -0.342 0.78
O 1.0552 -0.8065 -1.8411 -0.092 0.000 -0.049 -0.57
O 1.9798 0.4697 -0.2611 0.470 0.397 0.441 -0.67
H -1.5868 -0.2642 1.5080 0.092 -0.121 0.061 0.16
H -2.1274 1.3371 -0.1935 -0.166 -0.010 0.157 0.20
H -0.9776 1.6642 -1.5863 0.064 0.063 -0.152 0.21
H 2.8160 0.1947 -0.6728 -0.310 -0.098 -0.102 0.50


| no. | F_max (eV/A) |
| --- | --- |
| 1 | 3.07 |
| 2 | 0.42 |
| 3 | 1.05 |
| 4 | 0.76 |